(1)
# C30H49BrFGe2N3O4PSc

A structure of composition C30H49BrFGe2N3O4PSc (ωB97M-V/def2-TZVPD, the OMol25 dataset).

2S+1: 2
Frontier orbital gap (spin up / spin down), eV: 7.7 / 7.4
LUMO (spin up / spin down), eV: -2.09 / -4.00
Net charge: +1
Energy above the lowest of the compared OMol25 structures with the same formula, charge and spin, kJ/mol: 9.73
⟨S²⟩: 0.755
E, a.u.: -9567.747446

Last column: Löwdin charge in e.
CARTESIAN COORDINATES (ANGSTROEM)
Sc -0.715 -0.374 -0.043  0.905
N -1.277 -2.594 0.309  -0.030
C -0.170 -3.543 0.144  -0.202
C 1.019 -2.990 0.909  -0.199
N 1.240 -1.598 0.477  -0.008
H -1.691 -2.655 1.238  0.094
H -2.019 -2.762 -0.360  0.104
H 0.067 -3.593 -0.921  0.121
H -0.420 -4.549 0.489  0.125
H 1.904 -3.613 0.757  0.127
H 0.799 -2.974 1.976  0.092
H 1.694 -1.587 -0.432  0.041
H 1.885 -1.135 1.112  0.063
C -1.371 2.466 5.419  -0.245
Ge -0.775 2.663 3.572  0.681
C 0.780 3.832 3.538  -0.251
C -2.255 3.268 2.448  -0.234
Ge -0.052 0.402 2.951  0.950
C 1.834 0.114 3.349  -0.385
C 2.774 0.662 2.468  -0.159
C 4.135 0.528 2.700  -0.074
C 4.579 -0.154 3.824  -0.074
C 3.662 -0.692 4.714  -0.072
C 2.300 -0.563 4.480  -0.108
C -1.186 -1.012 3.658  -0.375
C -0.712 -2.284 3.999  -0.142
C -1.584 -3.280 4.418  -0.079
C -2.944 -3.019 4.503  -0.075
C -3.430 -1.762 4.171  -0.067
C -2.560 -0.772 3.745  -0.138
H -1.616 3.446 5.828  0.028
H -0.581 2.020 6.022  0.023
H -2.253 1.829 5.470  0.013
H 0.452 4.868 3.615  0.028
H 1.354 3.716 2.623  -0.031
H 1.420 3.600 4.388  0.026
H -2.036 4.257 2.046  0.024
H -3.157 3.327 3.055  0.026
H -2.436 2.578 1.628  -0.012
H 2.434 1.203 1.589  0.072
H 4.848 0.962 2.011  0.108
H 5.640 -0.259 4.007  0.108
H 4.007 -1.208 5.601  0.109
H 1.601 -0.963 5.201  0.098
H 0.347 -2.498 3.958  0.079
H -1.200 -4.256 4.688  0.108
H -3.625 -3.792 4.832  0.108
H -4.490 -1.558 4.235  0.110
H -2.954 0.194 3.450  0.093
F -2.436 -0.267 0.795  -0.412
C -2.398 0.567 -4.519  -0.019
C -0.971 0.319 -4.972  -0.588
C -0.532 1.347 -5.999  -0.015
C -0.788 -1.096 -5.492  -0.018
O -0.090 0.569 -3.813  -0.137
P 0.206 -0.403 -2.626  0.259
O 0.841 0.358 -1.481  -0.386
O -1.043 -1.079 -2.060  -0.304
O 1.148 -1.561 -3.140  -0.152
C 2.569 -1.458 -3.510  -0.591
C 2.879 -0.138 -4.199  -0.016
C 3.376 -1.588 -2.227  -0.027
C 2.810 -2.638 -4.435  -0.014
H -3.071 0.465 -5.370  0.099
H -2.492 1.576 -4.120  0.081
H -2.690 -0.149 -3.752  0.080
H -1.168 1.281 -6.882  0.097
H 0.500 1.175 -6.302  0.084
H -0.606 2.353 -5.587  0.093
H -1.422 -1.229 -6.369  0.102
H -1.072 -1.839 -4.748  0.089
H 0.246 -1.273 -5.785  0.076
H 2.688 0.710 -3.539  0.091
H 2.287 -0.017 -5.103  0.077
H 3.933 -0.127 -4.474  0.101
H 3.180 -0.744 -1.564  0.079
H 4.440 -1.591 -2.464  0.101
H 3.144 -2.527 -1.720  0.089
H 2.218 -2.542 -5.344  0.083
H 2.534 -3.570 -3.942  0.093
H 3.863 -2.686 -4.711  0.097
Br 0.767 3.148 -0.251  0.875
C -0.999 2.982 -0.890  -0.710
C -1.607 4.105 -1.424  -0.091
C -2.934 4.003 -1.803  -0.035
C -3.589 2.794 -1.633  -0.039
C -2.888 1.730 -1.102  -0.129
N -1.600 1.809 -0.734  -0.025
H -1.053 5.027 -1.510  0.108
H -3.451 4.859 -2.216  0.120
H -4.627 2.672 -1.907  0.118
H -3.366 0.775 -0.934  0.110

***

(2)
# C30H49GaIO21

A structure of composition C30H49GaIO21 in a non-equilibrium geometry (ωB97M-V/def2-TZVPD, the OMol25 dataset).

Frontier orbital gap, eV: 6.1
LUMO, eV: 1.53
Net charge: -1
E, a.u.: -4975.087816

Last column: Löwdin charge in e.
CARTESIAN COORDINATES (ANGSTROEM)
C 3.157 0.292 3.088  -0.067
C 2.065 -0.053 2.097  -0.246
O 0.858 -0.292 2.814  -0.012
C -0.240 -0.305 2.006  -0.515
O -0.666 -1.326 1.638  0.141
C -0.899 0.990 1.641  -0.104
C -1.051 1.225 0.136  -0.272
C 0.184 0.893 -0.741  -0.249
Ga 1.068 2.572 -1.580  0.429
C 1.820 2.184 -3.452  -0.272
C 2.885 1.065 -3.541  -0.272
C 4.328 1.574 -3.574  -0.284
O 4.566 2.725 -2.789  -0.091
C 2.553 3.370 -0.402  -0.247
C 2.031 3.402 1.087  -0.404
C 2.045 4.829 1.673  -0.585
I 2.856 4.744 3.699  0.634
H 3.295 -0.530 3.785  0.073
H 4.081 0.493 2.564  0.080
H 2.839 1.167 3.646  0.055
H 2.375 -0.921 1.520  0.128
H 1.980 0.797 1.427  0.086
H -0.418 1.806 2.170  0.108
H -1.904 0.935 2.057  0.122
H -1.898 0.642 -0.227  0.087
H -1.312 2.261 -0.054  0.065
H 0.908 0.243 -0.260  0.020
H -0.187 0.336 -1.602  0.032
H -0.077 3.704 -1.711  -0.036
H 0.998 1.934 -4.127  0.028
H 2.230 3.124 -3.824  0.012
H 2.774 0.345 -2.730  0.086
H 2.720 0.525 -4.476  0.088
H 4.988 0.811 -3.178  0.103
H 4.623 1.800 -4.604  0.101
H 4.062 3.470 -3.140  0.051
H 3.429 2.729 -0.399  0.029
H 2.791 4.401 -0.654  0.020
H 0.984 3.108 1.062  0.053
H 2.634 2.736 1.688  0.027
H 1.034 5.192 1.745  0.034
H 2.658 5.508 1.101  0.029
C -1.108 -5.069 2.790  -0.103
C -2.001 -3.926 3.200  -0.107
O -2.756 -4.497 4.281  0.045
C -2.031 -5.520 4.799  -0.574
O -2.301 -6.093 5.807  0.148
O -0.963 -5.802 4.015  0.061
H -0.143 -4.737 2.418  0.138
H -1.571 -5.719 2.045  0.135
H -1.439 -3.069 3.571  0.128
H -2.660 -3.598 2.400  0.121
C -2.408 -2.565 -0.856  -0.106
C -3.863 -2.847 -0.586  -0.123
O -4.116 -3.995 -1.411  0.066
C -2.933 -4.621 -1.625  -0.576
O -2.821 -5.696 -2.128  0.140
O -1.897 -3.870 -1.180  0.059
H -1.899 -2.152 0.010  0.099
H -2.251 -1.903 -1.710  0.136
H -4.044 -3.111 0.449  0.092
H -4.515 -2.024 -0.858  0.131
C -7.381 -4.251 3.716  -0.117
C -6.223 -5.100 3.268  -0.115
O -5.912 -4.557 1.980  0.061
C -6.365 -3.277 1.954  -0.550
O -6.103 -2.495 1.097  0.152
O -7.134 -3.011 3.040  0.069
H -7.406 -4.108 4.792  0.135
H -8.343 -4.649 3.389  0.131
H -5.349 -4.991 3.915  0.126
H -6.480 -6.153 3.194  0.123
C -7.133 -9.131 5.523  -0.116
C -8.500 -9.767 5.437  -0.121
O -9.361 -8.706 5.857  0.062
C -8.721 -7.531 5.632  -0.559
O -9.231 -6.463 5.714  0.167
O -7.420 -7.748 5.296  0.046
H -6.441 -9.508 4.775  0.135
H -6.682 -9.238 6.511  0.135
H -8.766 -10.053 4.417  0.133
H -8.608 -10.631 6.088  0.132
C 3.972 6.161 -5.160  -0.120
C 4.585 7.295 -4.372  -0.133
O 3.528 7.660 -3.481  0.058
C 2.706 6.579 -3.337  -0.547
O 1.834 6.494 -2.544  0.174
O 3.037 5.609 -4.237  0.043
H 4.703 5.414 -5.464  0.131
H 3.430 6.509 -6.044  0.130
H 5.448 6.977 -3.787  0.117
H 4.871 8.137 -4.998  0.122
C 8.952 6.754 -7.064  -0.123
C 8.139 7.966 -6.672  -0.119
O 7.381 7.486 -5.559  0.033
C 8.057 6.429 -5.019  -0.553
O 7.782 5.913 -3.990  0.185
O 9.086 6.056 -5.826  0.065
H 9.929 7.012 -7.468  0.131
H 8.430 6.113 -7.777  0.133
H 8.762 8.799 -6.340  0.133
H 7.481 8.311 -7.466  0.132